<w>
Molecular formula: C3H7N3O
Method: DFT, ωB97M-V/def2-TZVPD

* SMILES string: N/C=N\C(N)=C\O
* gap between HOMO and LUMO: 7.880 eV

Each atom is followed by the atoms it is bonded to, with distances in Å.
Cartesian coordinates (Å):
1 N 0.506 1.448 -1.768  C2 1.374, H8 1.012, H9 1.007
2 C 0.286 1.692 -0.433  N1 1.374, N3 1.291, H10 1.091
3 N -0.519 1.124 0.401  C2 1.291, C4 1.402
4 C -0.168 -0.233 0.352  N3 1.402, N5 1.419, C6 1.352
5 N -0.390 -1.022 -0.806  C4 1.419, H11 1.013, H12 1.014
6 C -0.035 -0.778 1.582  C4 1.352, O7 1.376, H13 1.078
7 O -0.267 -2.118 1.793  C6 1.376, H14 0.961
8 H 0.476 0.479 -2.056  N1 1.012
9 H 1.239 1.960 -2.232  N1 1.007
10 H 0.535 2.720 -0.168  C2 1.091
11 H -0.331 -2.008 -0.583  N5 1.013
12 H -1.267 -0.797 -1.263  N5 1.014
13 H 0.157 -0.162 2.446  C6 1.078
14 H -0.223 -2.305 2.735  O7 0.961

=====

<x>
Molecular formula: C3H7N3O
Method: DFT, ωB97M-V/def2-TZVPD

* gap between HOMO and LUMO: 7.878 eV

Each atom is followed by the atoms it is bonded to, with distances in Å.
Cartesian coordinates (Å):
1 C 0.113 -0.416 -1.523  C3 1.384, H13 1.081, H14 1.081
2 C -1.089 -0.272 0.504  N4 1.394, N5 1.568, O7 1.207
3 C 0.874 0.439 -0.745  C1 1.384, N5 1.735, N6 1.261
4 N -0.413 -1.082 1.415  C2 1.394, H8 1.011, H9 1.011
5 N -0.307 1.078 0.354  C2 1.568, C3 1.735, H10 1.016, H11 1.016
6 N 2.081 0.488 -0.385  C3 1.261, H12 1.015
7 O -2.279 -0.280 0.302  C2 1.207
8 H 0.566 -1.239 1.216  N4 1.011
9 H -0.913 -1.949 1.559  N4 1.011
10 H 0.111 1.431 1.210  N5 1.016
11 H -0.912 1.773 -0.074  N5 1.016
12 H 2.351 1.261 0.214  N6 1.015
13 H 0.626 -1.177 -2.094  C1 1.081
14 H -0.810 -0.055 -1.953  C1 1.081

=====

<y>
Molecular formula: C3H7N3O
Method: DFT, ωB97M-V/def2-TZVPD

* SMILES string: [H]/N=C/NC(=O)NC
* gap between HOMO and LUMO: 10.641 eV

Each atom is followed by the atoms it is bonded to, with distances in Å.
Cartesian coordinates (Å):
1 H 0.057 -0.448 -4.056  N2 1.020
2 N -0.284 -0.791 -3.157  H1 1.020, C3 1.269
3 C 0.316 -0.177 -2.222  N2 1.269, N4 1.389, H9 1.095
4 N 0.067 -0.424 -0.878  C3 1.389, C5 1.368, H10 1.018
5 C 0.632 0.195 0.203  N4 1.368, O6 1.211, N7 1.444
6 O 1.450 1.088 0.229  C5 1.211
7 N -0.037 -0.446 1.310  C5 1.444, C8 1.450, H11 1.013
8 C -0.665 0.474 2.238  N7 1.450, H12 1.100, H13 1.094, H14 1.094
9 H 1.074 0.603 -2.351  C3 1.095
10 H -0.622 -1.033 -0.443  N4 1.018
11 H 0.561 -1.142 1.740  N7 1.013
12 H -1.389 1.094 1.687  C8 1.100
13 H 0.068 1.118 2.731  C8 1.094
14 H -1.228 -0.112 2.970  C8 1.094

=====

From most stable to least stable, the computed energies give <y>, <w>, <x>.

=====

<w>
Molecular formula: C3H7N3O
Method: DFT, ωB97M-V/def2-TZVPD

* SMILES string: [H]/N=C/NC.N=C=O
* gap between HOMO and LUMO: 10.112 eV

Each atom is followed by the atoms it is bonded to, with distances in Å.
Cartesian coordinates (Å):
1 H 1.111 0.683 2.553  N2 1.012
2 N 0.528 0.262 1.840  H1 1.012, C3 1.282
3 C 0.476 0.983 0.782  N2 1.282, N4 1.349, H6 1.096
4 N -0.251 0.644 -0.302  C3 1.349, C5 1.438, H7 1.011
5 C -0.265 1.378 -1.539  N4 1.438, H8 1.095, H9 1.095, H10 1.093
6 H 0.998 1.940 0.660  C3 1.096
7 H -0.812 -0.194 -0.235  N4 1.011
8 H 0.482 2.178 -1.513  C5 1.095
9 H -1.243 1.837 -1.717  C5 1.095
10 H -0.016 0.724 -2.379  C5 1.093
11 N -0.114 -2.278 0.928  C12 1.206, H14 1.046
12 C 0.291 -2.876 -0.038  N11 1.206, O13 1.177
13 O 0.554 -3.518 -0.989  C12 1.177
14 H 0.271 -1.494 1.502  N11 1.046

=====

<x>
Molecular formula: C3H7N3O
Method: DFT, ωB97M-V/def2-TZVPD

* SMILES string: [H]/N=C/N(C=O)NC
* gap between HOMO and LUMO: 9.982 eV

Each atom is followed by the atoms it is bonded to, with distances in Å.
Cartesian coordinates (Å):
1 H 2.715 -1.534 0.336  N2 1.108
2 N 1.966 -0.726 0.447  H1 1.108, C3 1.263
3 C 0.886 -1.175 -0.030  N2 1.263, N4 1.441, H9 1.051
4 N -0.384 -0.495 -0.023  C3 1.441, C5 1.373, N7 1.499
5 C -1.668 -0.978 -0.086  N4 1.373, O6 1.245, H10 1.107
6 O -2.622 -0.323 0.374  C5 1.245
7 N -0.137 0.729 0.807  N4 1.499, C8 1.493, H11 1.081
8 C 0.238 1.679 -0.281  N7 1.493, H12 1.058, H13 1.141, H14 1.092
9 H 0.757 -2.156 -0.382  C3 1.051
10 H -1.776 -1.835 -0.778  C5 1.107
11 H -0.891 0.904 1.563  N7 1.081
12 H 1.159 1.575 -0.791  C8 1.058
13 H -0.516 1.597 -1.134  C8 1.141
14 H 0.271 2.739 -0.022  C8 1.092

=====

<y>
Molecular formula: C3H7N3O
Method: DFT, ωB97M-V/def2-TZVPD

* SMILES string: C/N=C(/N)C(N)=O
* gap between HOMO and LUMO: 9.391 eV

Each atom is followed by the atoms it is bonded to, with distances in Å.
Cartesian coordinates (Å):
1 C 1.400 1.077 -0.505  N2 1.449, H8 1.098, H9 1.104, H10 1.101
2 N 0.956 -0.242 -0.910  C1 1.449, C3 1.282
3 C 0.146 -0.759 -0.062  N2 1.282, N4 1.350, C5 1.543
4 N 0.188 -2.070 0.256  C3 1.350, H11 1.010, H12 1.008
5 C -1.062 -0.071 0.608  C3 1.543, N6 1.359, O7 1.218
6 N -1.616 0.935 -0.118  C5 1.359, H13 1.008, H14 1.011
7 O -1.546 -0.504 1.638  C5 1.218
8 H 2.456 0.961 -0.228  C1 1.098
9 H 0.893 1.339 0.441  C1 1.104
10 H 1.324 1.866 -1.269  C1 1.101
11 H -0.341 -2.364 1.065  N4 1.010
12 H 1.037 -2.541 -0.012  N4 1.008
13 H -1.304 1.109 -1.061  N6 1.008
14 H -2.530 1.266 0.158  N6 1.011

=====

<z>
Molecular formula: C3H7N3O
Method: DFT, ωB97M-V/def2-TZVPD

* gap between HOMO and LUMO: 9.216 eV

Each atom is followed by the atoms it is bonded to, with distances in Å.
Cartesian coordinates (Å):
1 C -1.014 1.049 1.258  N5 1.317, H13 1.088, H14 1.095
2 C 0.461 1.356 -0.255  O7 1.142
3 C 0.418 -0.838 -0.886  N4 1.367, N6 1.270, H12 1.228
4 N 1.307 -1.418 -0.024  C3 1.367, H8 1.010, H9 1.010
5 N -1.395 -0.198 1.071  C1 1.317, H11 1.021
6 N 0.666 -0.677 -2.121  C3 1.270, H10 1.015
7 O 1.387 2.022 -0.272  C2 1.142
8 H 2.156 -1.776 -0.436  N4 1.010
9 H 0.988 -1.521 0.929  N4 1.010
10 H -0.098 -0.244 -2.631  N6 1.015
11 H -2.289 -0.254 0.580  N5 1.021
12 H -0.635 -0.643 -0.286  C3 1.228
13 H -0.308 1.235 2.064  C1 1.088
14 H -1.644 1.909 1.009  C1 1.095

=====

From most stable to least stable, the computed energies give <w>, <y>, <x>, <z>.

=====

<w>
Molecular formula: C3H7N3O
Method: DFT, ωB97M-V/def2-TZVPD

* SMILES string: [H]/N=C/O/C(=N/[H])NC
* gap between HOMO and LUMO: 9.808 eV

Each atom is followed by the atoms it is bonded to, with distances in Å.
Cartesian coordinates (Å):
1 H -3.444 0.479 -1.526  N2 1.017
2 N -2.489 0.753 -1.308  H1 1.017, C3 1.253
3 C -1.789 -0.259 -1.072  N2 1.253, O4 1.451, H10 1.089
4 O -0.345 -0.119 -1.049  C3 1.451, C5 1.345
5 C -0.093 -0.152 0.272  O4 1.345, N6 1.279, N8 1.359
6 N -1.162 -0.392 0.931  C5 1.279, H7 0.998
7 H -1.287 -0.129 1.886  N6 0.998
8 N 1.184 0.071 0.680  C5 1.359, C9 1.452, H11 1.007
9 C 2.346 0.270 -0.169  N8 1.452, H12 1.091, H13 1.098, H14 1.096
10 H -2.073 -1.311 -1.066  C3 1.089
11 H 1.346 -0.116 1.656  N8 1.007
12 H 2.051 0.830 -1.057  C9 1.091
13 H 2.810 -0.675 -0.481  C9 1.098
14 H 3.092 0.856 0.380  C9 1.096

=====

<x>
Molecular formula: C3H7N3O
Method: DFT, ωB97M-V/def2-TZVPD

* SMILES string: C/N=C(/N)C(N)=O
* gap between HOMO and LUMO: 9.859 eV

Each atom is followed by the atoms it is bonded to, with distances in Å.
Cartesian coordinates (Å):
1 C -0.583 -0.906 -1.672  N2 1.437, H8 1.098, H9 1.103, H10 1.100
2 N -0.296 0.458 -1.326  C1 1.437, C3 1.272
3 C 0.008 0.834 -0.149  N2 1.272, N4 1.371, C5 1.596
4 N 0.114 2.170 0.140  C3 1.371, H11 1.016, H12 1.012
5 C 0.346 0.067 1.209  C3 1.596, N6 1.360, O7 1.225
6 N 0.662 -1.248 1.348  C5 1.360, H13 1.001, H14 1.015
7 O 0.351 0.755 2.223  C5 1.225
8 H -1.597 -0.928 -2.092  C1 1.098
9 H -0.564 -1.623 -0.834  C1 1.103
10 H 0.103 -1.248 -2.461  C1 1.100
11 H 0.133 2.306 1.146  N4 1.016
12 H -0.458 2.778 -0.433  N4 1.012
13 H 0.829 -1.909 0.615  N6 1.001
14 H 0.951 -1.506 2.286  N6 1.015

=====

From most stable to least stable, the computed energies give <x>, <w>.

=====

<w>
Molecular formula: C3H5N
Method: DFT, ωB97M-V/def2-TZVPD

* SMILES string: C[C@@H]1C=N1
* gap between HOMO and LUMO: 10.931 eV

Each atom is followed by the atoms it is bonded to, with distances in Å.
Cartesian coordinates (Å):
1 C 0.252 0.037 1.096  C2 1.588, H5 1.195, H6 1.179, H7 1.125
2 C 0.151 0.489 -0.423  C1 1.588, C3 1.477, N4 1.554, H8 1.061
3 C -0.664 -0.407 -1.268  C2 1.477, N4 1.242, H9 1.016
4 N 0.544 -0.670 -1.381  C2 1.554, C3 1.242
5 H 0.726 0.964 1.682  C1 1.195
6 H 0.961 -0.905 1.125  C1 1.179
7 H -0.770 -0.219 1.490  C1 1.125
8 H 0.403 1.434 -0.834  C2 1.061
9 H -1.604 -0.724 -1.487  C3 1.016

=====

<x>
Molecular formula: C3H5N
Method: DFT, ωB97M-V/def2-TZVPD

* SMILES string: C=CN=C
* gap between HOMO and LUMO: 9.751 eV

Each atom is followed by the atoms it is bonded to, with distances in Å.
Cartesian coordinates (Å):
1 C -0.643 1.476 -0.574  C2 1.326, H5 1.077, H6 1.092
2 C -0.549 0.187 -0.277  C1 1.326, N3 1.408, H7 1.091
3 N -0.027 -0.341 0.918  C2 1.408, C4 1.261
4 C 0.769 -1.316 0.850  N3 1.261, H8 1.080, H9 1.098
5 H -0.873 1.874 -1.548  C1 1.077
6 H -0.135 2.203 0.063  C1 1.092
7 H -0.835 -0.524 -1.054  C2 1.091
8 H 0.998 -1.953 1.691  C4 1.080
9 H 1.295 -1.606 -0.069  C4 1.098

=====

<y>
Molecular formula: C3H5N
Method: DFT, ωB97M-V/def2-TZVPD

* SMILES string: C1=CN=1.C
* gap between HOMO and LUMO: 10.443 eV

Each atom is followed by the atoms it is bonded to, with distances in Å.
Cartesian coordinates (Å):
1 C 0.116 0.805 1.312  C2 1.389, N3 1.388
2 C 0.310 2.056 1.882  C1 1.389, N3 1.276, H4 1.127
3 N 0.657 1.038 2.569  C1 1.388, C2 1.276
4 H 0.393 3.179 1.849  C2 1.127
5 C -0.320 -1.424 -1.474  H6 1.046, H7 1.173, H8 1.078, H9 1.044
6 H -1.059 -1.457 -2.213  C5 1.046
7 H 0.585 -1.891 -2.056  C5 1.173
8 H -0.513 -1.907 -0.530  C5 1.078
9 H -0.170 -0.399 -1.338  C5 1.044

=====

From most stable to least stable, the computed energies give <x>, <w>, <y>.

=====

<w>
Molecular formula: C4H9NOS
Method: DFT, ωB97M-V/def2-TZVPD

* SMILES string: N[C@@H](C=O)CCS
* gap between HOMO and LUMO: 9.966 eV

Each atom is followed by the atoms it is bonded to, with distances in Å.
Cartesian coordinates (Å):
1 N -0.093 -1.467 0.835  C2 1.445, H8 1.015, H9 1.015
2 C -0.625 -0.303 0.165  N1 1.445, C3 1.540, C5 1.525, H10 1.086
3 C -1.766 0.289 1.013  C2 1.540, O4 1.202, H11 1.108
4 O -2.751 -0.358 1.246  C3 1.202
5 C 0.456 0.766 0.041  C2 1.525, C6 1.509, H12 1.091, H13 1.095
6 C 1.553 0.474 -0.954  C5 1.509, S7 1.818, H14 1.092, H15 1.095
7 S 0.995 0.518 -2.683  C6 1.818, H16 1.338
8 H 0.362 -1.232 1.712  N1 1.015
9 H -0.838 -2.075 1.160  N1 1.015
10 H -1.130 -0.609 -0.746  C2 1.086
11 H -1.676 1.316 1.419  C3 1.108
12 H 0.051 1.776 -0.045  C5 1.091
13 H 0.900 0.808 1.040  C5 1.095
14 H 1.971 -0.520 -0.785  C6 1.092
15 H 2.376 1.184 -0.821  C6 1.095
16 H 0.214 -0.566 -2.596  S7 1.338

=====

<x>
Molecular formula: C4H9NOS
Method: DFT, ωB97M-V/def2-TZVPD

* SMILES string: O=CNCCCS
* gap between HOMO and LUMO: 9.684 eV

Each atom is followed by the atoms it is bonded to, with distances in Å.
Cartesian coordinates (Å):
1 O -1.753 0.040 -2.375  C2 1.269
2 C -0.949 -0.733 -1.770  O1 1.269, N3 1.357, H8 1.126
3 N -0.633 -0.727 -0.450  C2 1.357, C4 1.474, H9 0.994
4 C 0.139 -1.786 0.225  N3 1.474, C5 1.602, H10 1.089, H11 1.166
5 C 1.416 -0.954 0.716  C4 1.602, C6 1.576, H12 1.177, H13 1.184
6 C 0.995 0.310 1.559  C5 1.576, S7 1.858, H14 1.114, H15 1.112
7 S 0.179 1.807 0.819  C6 1.858, H16 1.381
8 H -0.417 -1.528 -2.365  C2 1.126
9 H -1.169 -0.128 0.135  N3 0.994
10 H 0.346 -2.515 -0.557  C4 1.089
11 H -0.394 -2.298 1.127  C4 1.166
12 H 2.219 -0.735 -0.116  C5 1.177
13 H 1.877 -1.634 1.569  C5 1.184
14 H 1.893 0.908 1.834  C6 1.114
15 H 0.440 0.072 2.492  C6 1.112
16 H 1.197 2.695 0.535  S7 1.381

=====

<y>
Molecular formula: C4H9NOS
Method: DFT, ωB97M-V/def2-TZVPD

* SMILES string: O=CNCCCS
* gap between HOMO and LUMO: 10.092 eV

Each atom is followed by the atoms it is bonded to, with distances in Å.
Cartesian coordinates (Å):
1 O -0.673 2.849 -1.543  C2 1.219
2 C -0.274 2.468 -0.456  O1 1.219, N3 1.367, H8 1.093
3 N 0.213 1.197 -0.336  C2 1.367, C4 1.480, H9 1.007
4 C 1.140 0.801 0.747  N3 1.480, C5 1.516, H10 1.090, H11 1.101
5 C 1.155 -0.700 0.952  C4 1.516, C6 1.506, H12 1.098, H13 1.097
6 C -0.164 -1.395 1.169  C5 1.506, S7 1.899, H14 1.083, H15 1.081
7 S -0.729 -2.301 -0.402  C6 1.899, H16 1.384
8 H -0.245 2.987 0.506  C2 1.093
9 H 0.240 0.519 -1.080  N3 1.007
10 H 2.121 1.251 0.590  C4 1.090
11 H 0.698 1.262 1.644  C4 1.101
12 H 1.658 -1.172 0.098  C5 1.098
13 H 1.819 -0.817 1.818  C5 1.097
14 H -0.121 -2.301 1.761  C6 1.083
15 H -0.910 -0.716 1.557  C6 1.081
16 H -1.847 -1.500 -0.556  S7 1.384

=====

<z>
Molecular formula: C4H9NOS
Method: DFT, ωB97M-V/def2-TZVPD

* SMILES string: CC(=O)NCCS
* gap between HOMO and LUMO: 10.144 eV

Each atom is followed by the atoms it is bonded to, with distances in Å.
Cartesian coordinates (Å):
1 C -1.009 -1.362 2.372  C2 1.524, H8 1.052, H9 1.077, H10 1.107
2 C -0.803 -1.251 0.866  C1 1.524, O3 1.251, N4 1.475
3 O -1.270 -2.077 0.051  C2 1.251
4 N 0.242 -0.256 0.559  C2 1.475, C5 1.588, H11 1.061
5 C 0.351 0.051 -0.995  N4 1.588, C6 1.497, H12 1.105, H13 1.049
6 C 0.585 1.488 -1.342  C5 1.497, S7 1.878, H14 1.111, H15 1.090
7 S 0.844 1.811 -3.173  C6 1.878, H16 1.380
8 H -0.889 -2.364 2.672  C1 1.052
9 H -2.051 -1.101 2.433  C1 1.077
10 H -0.449 -0.542 2.860  C1 1.107
11 H 0.785 -0.222 1.470  N4 1.061
12 H -0.587 -0.261 -1.490  C5 1.105
13 H 1.218 -0.400 -1.377  C5 1.049
14 H -0.344 2.010 -1.026  C6 1.111
15 H 1.345 1.958 -0.718  C6 1.090
16 H 2.030 2.518 -3.164  S7 1.380

=====

From most stable to least stable, the computed energies give <y>, <w>, <z>, <x>.

=====

<w>
Molecular formula: C4H9NOS
Method: DFT, ωB97M-V/def2-TZVPD

* SMILES string: CNC(=O)CCS
* gap between HOMO and LUMO: 9.929 eV

Each atom is followed by the atoms it is bonded to, with distances in Å.
Cartesian coordinates (Å):
1 C 1.249 0.190 2.137  N2 1.445, H8 1.074, H9 1.119, H10 1.224
2 N -0.165 -0.020 1.920  C1 1.445, C3 1.382, H11 1.057
3 C -0.910 -0.066 0.757  N2 1.382, O4 1.288, C5 1.553
4 O -2.154 -0.372 0.888  C3 1.288
5 C -0.116 0.116 -0.565  C3 1.553, C6 1.570, H12 1.082, H13 1.157
6 C -0.935 -0.088 -1.890  C5 1.570, S7 1.877, H14 1.042, H15 1.076
7 S 0.144 0.310 -3.373  C6 1.877, H16 1.359
8 H 1.583 0.394 3.138  C1 1.074
9 H 1.704 1.070 1.616  C1 1.119
10 H 1.946 -0.710 1.687  C1 1.224
11 H -0.729 0.387 2.717  N2 1.057
12 H 0.307 1.086 -0.792  C5 1.082
13 H 0.848 -0.498 -0.385  C5 1.157
14 H -1.830 0.356 -2.186  C6 1.042
15 H -1.122 -1.144 -1.980  C6 1.076
16 H 0.179 -1.011 -3.691  S7 1.359

=====

<x>
Molecular formula: C4H9NOS
Method: DFT, ωB97M-V/def2-TZVPD

* SMILES string: CN[C@@H](C=O)CS
* gap between HOMO and LUMO: 9.842 eV

Each atom is followed by the atoms it is bonded to, with distances in Å.
Cartesian coordinates (Å):
1 C -2.107 -0.849 0.082  N2 1.470, H8 1.096, H9 1.095, H10 1.088
2 N -0.943 -0.160 0.657  C1 1.470, C3 1.448, H11 1.021
3 C 0.220 0.003 -0.191  N2 1.448, C4 1.528, C6 1.527, H12 1.104
4 C 0.198 1.280 -1.029  C3 1.528, O5 1.198, H13 1.121
5 O -0.428 2.260 -0.741  C4 1.198
6 C 1.474 -0.372 0.596  C3 1.527, S7 1.887, H14 1.089, H15 1.086
7 S 3.009 0.166 -0.361  C6 1.887, H16 1.327
8 H -2.431 -0.466 -0.893  C1 1.096
9 H -2.882 -0.674 0.836  C1 1.095
10 H -2.001 -1.932 0.072  C1 1.088
11 H -1.323 0.764 0.869  N2 1.021
12 H 0.026 -0.723 -0.999  C3 1.104
13 H 0.846 1.230 -1.944  C4 1.121
14 H 1.491 -1.453 0.727  C6 1.089
15 H 1.586 0.051 1.590  C6 1.086
16 H 3.265 0.874 0.731  S7 1.327

=====

From most stable to least stable, the computed energies give <x>, <w>.